No. 1
# C50H43NO7P

A 4-piece molecular cluster, C50H43NO7P overall (wB97M-V/def2-TZVPD, the OMol25 dataset).

XYZ file:
```
102
Properties=species:S:1:pos:R:3:forces:R:3:lowdin_charge:R:1
C 0.756 2.427 3.768 0.3065 -0.0647 0.2269 -0.22
C 1.063 0.973 3.402 -0.3623 0.5863 -0.0966 -0.44
P 1.861 0.829 1.719 0.2089 -0.1201 -0.1093 0.69
C 0.391 1.337 0.685 0.0543 0.1726 0.3881 -0.32
N 2.823 2.148 1.668 0.2466 -0.2254 -0.0443 -0.34
C 4.159 1.940 1.154 -0.2084 0.1841 0.0695 -0.46
C 5.024 3.155 1.493 -0.3904 -0.0767 0.2305 -0.23
C 5.060 3.406 2.997 0.1710 0.2631 -0.0756 -0.21
C 6.066 4.472 3.414 -0.1727 -0.3153 -0.2013 -0.25
O 5.729 5.767 2.943 0.0786 0.0724 -0.0553 -0.19
C 4.673 6.380 3.648 0.0065 -0.1231 0.0391 -0.13
H 1.691 2.986 3.711 -0.0112 0.0962 -0.1102 0.04
H 0.369 2.540 4.787 -0.1509 -0.1051 -0.0130 0.05
H 0.061 2.886 3.066 -0.1121 0.0106 0.0142 0.04
H 0.146 0.377 3.431 0.0496 -0.2041 0.0671 0.05
H 1.779 0.588 4.129 -0.0262 -0.2400 0.0085 0.04
H -0.038 2.262 1.078 -0.0809 0.0101 -0.0598 0.00
H 0.797 1.569 -0.297 -0.0871 -0.1535 -0.1778 0.01
H -0.381 0.568 0.628 -0.0788 -0.0348 -0.1199 -0.01
H 4.176 1.810 0.056 0.1252 0.0015 -0.0846 0.07
H 4.660 1.044 1.567 0.0234 -0.0879 0.0346 0.07
H 4.552 4.013 1.008 0.2328 0.1232 -0.0868 0.10
H 6.045 3.027 1.120 0.0523 0.0396 -0.1358 0.10
H 5.296 2.471 3.515 0.0192 -0.0306 0.0694 0.11
H 4.068 3.711 3.327 -0.1100 -0.1858 0.0157 0.08
H 6.168 4.486 4.506 0.0954 0.0565 0.0849 0.11
H 7.036 4.246 2.968 0.1243 0.0420 0.0927 0.11
H 4.167 5.685 4.322 0.0177 -0.0455 0.0342 0.07
H 5.049 7.213 4.244 -0.0258 0.0815 -0.0280 0.07
H 3.926 6.739 2.939 -0.0182 0.1406 -0.0317 0.09
C 0.239 -2.111 -0.353 -0.0038 0.0132 0.0636 -0.06
C 1.374 -2.206 -1.148 0.0257 -0.0036 -0.0102 -0.04
C 1.252 -2.388 -2.515 0.0435 0.0076 0.0730 0.00
C -0.007 -2.482 -3.094 -0.0866 0.0035 -0.0410 -0.09
C -1.151 -2.395 -2.291 -0.0066 -0.0114 -0.0884 -0.09
C -1.020 -2.201 -0.922 0.0601 -0.0383 0.0552 0.00
C -2.511 -2.523 -2.876 -0.0228 0.0114 0.0812 -0.28
O -3.512 -2.456 -2.193 -0.0120 -0.0231 -0.0039 0.10
C -2.618 -2.761 -4.348 0.0732 0.0023 -0.0037 -0.09
C -3.876 -2.934 -4.915 -0.0794 -0.0140 -0.0736 -0.01
C -3.997 -3.155 -6.275 0.0195 -0.0123 -0.0143 -0.06
C -2.862 -3.203 -7.077 -0.0268 0.0354 -0.0089 -0.07
C -1.608 -3.033 -6.518 -0.0551 0.0454 -0.1506 -0.02
C -1.480 -2.814 -5.152 -0.0232 0.0201 0.0632 -0.10
C -0.114 -2.666 -4.564 0.0907 -0.0012 0.0090 -0.28
O 0.867 -2.715 -5.278 -0.0023 -0.0258 -0.0134 0.10
H 0.350 -1.945 0.710 0.0425 0.0577 -0.0045 0.09
H 2.351 -2.122 -0.693 -0.0092 0.0676 0.0370 0.10
H 2.129 -2.453 -3.144 -0.0252 0.0010 -0.0625 0.12
H -1.909 -2.121 -0.312 -0.0472 -0.0090 -0.0399 0.12
H -4.749 -2.894 -4.279 0.0311 0.0217 0.0652 0.12
H -4.977 -3.291 -6.713 -0.0069 -0.0057 -0.0071 0.11
H -2.958 -3.373 -8.142 -0.0081 -0.0158 -0.0073 0.11
H -0.721 -3.071 -7.135 0.0675 0.0152 0.0738 0.12
C -2.104 -6.300 -5.527 -0.0336 -0.1038 0.0750 -0.04
C -3.091 -6.488 -4.565 0.0202 0.0068 -0.0125 -0.04
C -4.008 -7.516 -4.700 0.0188 0.0742 0.0480 0.00
C -3.948 -8.359 -5.803 0.0165 -0.0358 -0.0707 -0.08
C -2.964 -8.162 -6.777 -0.0781 -0.0437 0.0004 -0.08
C -2.040 -7.136 -6.629 0.0279 0.0836 0.0225 0.01
C -2.894 -9.029 -7.985 0.0633 0.0195 -0.0387 -0.28
O -2.039 -8.868 -8.830 -0.0058 0.0032 -0.0081 0.10
C -3.918 -10.105 -8.131 -0.0237 0.0254 0.0739 -0.08
C -3.902 -10.901 -9.269 -0.0230 -0.0795 -0.0657 -0.01
C -4.836 -11.911 -9.419 -0.0191 -0.0051 0.0209 -0.06
C -5.788 -12.135 -8.429 0.0197 0.0061 -0.0161 -0.06
C -5.810 -11.343 -7.295 -0.0507 -0.0803 -0.0470 -0.01
C -4.880 -10.322 -7.143 0.0611 0.0589 -0.0203 -0.08
C -4.936 -9.466 -5.922 -0.0379 -0.0039 0.0634 -0.28
O -5.763 -9.670 -5.059 -0.0120 0.0024 -0.0058 0.10
H -1.387 -5.502 -5.415 0.0369 0.0245 0.0134 0.10
H -3.144 -5.827 -3.710 0.0148 0.0048 0.0128 0.11
H -4.776 -7.674 -3.956 -0.0274 -0.0566 -0.0196 0.12
H -1.279 -6.996 -7.385 -0.0142 -0.0448 -0.0407 0.12
H -3.155 -10.721 -10.029 0.0409 0.0510 0.0317 0.12
H -4.824 -12.529 -10.307 -0.0006 -0.0109 -0.0047 0.11
H -6.515 -12.928 -8.546 -0.0062 -0.0070 -0.0062 0.11
H -6.546 -11.504 -6.520 0.0131 0.0538 0.0442 0.12
C 3.403 10.746 8.897 -0.0176 -0.0025 0.0168 -0.06
C 2.419 10.676 9.878 0.0146 -0.0021 -0.0199 -0.07
C 1.382 9.767 9.757 0.0433 0.0692 0.0669 -0.01
C 1.320 8.928 8.651 0.0204 -0.0331 -0.0665 -0.08
C 2.300 9.009 7.662 -0.0720 -0.0371 0.0163 -0.08
C 3.344 9.916 7.792 0.0600 0.0798 0.0430 0.00
C 2.242 8.141 6.447 0.0317 -0.0183 -0.0461 -0.27
O 3.101 8.212 5.595 -0.0537 0.0482 0.0256 0.10
C 1.096 7.199 6.321 -0.0075 0.0351 0.0708 -0.08
C 0.996 6.408 5.183 -0.0100 -0.0439 -0.0555 0.02
C -0.055 5.516 5.051 -0.0197 0.0052 -0.0262 -0.04
C -1.005 5.405 6.059 0.0237 0.0250 -0.0084 -0.05
C -0.914 6.192 7.194 -0.0439 -0.0717 -0.0415 -0.01
C 0.132 7.096 7.329 0.0626 0.0649 0.0002 -0.09
C 0.201 7.945 8.548 -0.0579 -0.0327 0.0418 -0.28
O -0.622 7.850 9.436 -0.0076 0.0150 -0.0019 0.10
H 4.216 11.453 8.997 0.0046 0.0090 0.0031 0.10
H 2.463 11.331 10.738 0.0084 0.0033 0.0094 0.10
H 0.614 9.698 10.514 -0.0380 -0.0570 -0.0229 0.12
H 4.100 9.961 7.021 -0.0262 -0.0457 -0.0495 0.12
H 1.745 6.493 4.408 0.0362 0.0224 0.0220 0.11
H -0.124 4.899 4.167 0.0166 -0.0242 0.0022 0.09
H -1.817 4.697 5.956 -0.0035 -0.0113 -0.0100 0.11
H -1.649 6.114 7.983 0.0190 0.0503 0.0431 0.12
```
Positions in Å, forces in eV/Å.

Properties
2S+1	1
net charge	-1
Kohn-Sham gap	3.14	eV

=====

No. 2
# C50H45Cl3EuN3O2PSi

C50H45Cl3EuN3O2PSi as an isolated structure at a distorted geometry (wB97M-V/def2-TZVPD, the OMol25 dataset).

XYZ file:
```
106
Properties=species:S:1:pos:R:3:forces:R:3:lowdin_spin:R:1
Eu 0.048 -0.139 -0.007 -2.5290 -1.1697 1.2925 6.91
C 4.324 -1.150 1.962 -0.2354 -0.0295 0.1079 0.00
C 3.093 -2.036 2.120 0.1110 -0.0408 -0.0984 0.00
C 3.491 -3.433 2.611 -0.1129 0.2416 0.1109 0.00
C 2.310 -2.211 0.843 -0.4313 -0.2153 -0.1703 0.00
C 2.915 -2.154 -0.412 -0.1201 -0.2659 0.1920 0.00
C 2.202 -2.458 -1.561 -0.1090 -0.1669 0.2233 0.00
C 0.878 -2.891 -1.503 -0.0168 -0.0471 0.4325 0.00
C 0.181 -3.362 -2.744 -0.0684 0.1307 0.0246 0.00
C 0.259 -2.968 -0.246 0.5680 -0.5291 0.0962 0.00
C 0.960 -2.592 0.910 0.3559 -0.9215 -0.2930 0.00
H 4.737 -0.928 2.943 0.1254 0.0330 0.0909 0.00
H 4.072 -0.210 1.476 0.0472 0.0727 -0.0824 0.00
H 5.094 -1.655 1.385 0.1081 -0.0140 -0.1304 0.00
H 2.422 -1.582 2.863 0.0560 -0.0876 -0.1052 0.00
H 4.090 -3.938 1.859 0.1014 -0.0673 -0.1406 0.00
H 2.608 -4.036 2.803 -0.0727 -0.1497 0.0644 0.00
H 4.078 -3.362 3.521 0.0955 -0.0323 0.2186 0.00
H 3.960 -1.907 -0.498 0.1024 0.1757 -0.0003 0.00
H 2.703 -2.441 -2.519 0.0693 0.0806 -0.0899 0.00
H 0.894 -3.527 -3.548 0.0139 -0.0027 -0.0565 0.00
H -0.554 -2.628 -3.081 -0.0737 -0.0563 -0.0394 0.00
H -0.342 -4.298 -2.550 -0.0609 -0.0328 -0.0541 0.00
H -0.727 -3.417 -0.160 0.0899 0.2862 -0.0169 0.00
H 0.515 -2.777 1.890 -0.0227 0.2419 -0.1340 0.00
Cl -1.207 2.125 -0.910 -0.8399 1.4786 -0.1611 0.00
C -1.185 1.838 -2.654 0.1152 -0.0980 -0.0847 0.00
Cl -0.689 0.166 -2.908 -0.4085 -0.1304 -1.3217 0.00
H -0.461 2.513 -3.114 -0.1258 -0.1760 0.0972 0.00
H -2.196 1.974 -3.037 0.2373 0.0029 0.0744 0.00
Cl -1.808 0.506 1.929 -0.9433 0.0733 0.7208 0.00
C -1.384 0.605 3.606 0.4044 0.2050 0.2917 0.00
C -2.339 0.364 4.576 -0.0490 0.0200 -0.1138 0.00
C -1.991 0.545 5.906 0.0243 0.0395 -0.1187 0.00
C -0.717 0.980 6.234 -0.0529 -0.0230 0.0793 0.00
C 0.230 1.206 5.249 -0.1627 0.0576 -0.0566 0.00
C -0.081 1.004 3.909 -0.1007 -0.1184 -0.1468 0.00
P 1.069 1.148 2.479 0.1073 0.7727 0.9809 0.00
C 0.552 2.788 1.806 0.2242 -0.0890 -0.1037 0.00
C -0.488 3.552 2.329 0.1023 -0.0050 -0.0399 0.00
C -0.797 4.783 1.773 -0.0455 -0.0211 0.0140 0.00
C -0.075 5.271 0.697 0.0693 -0.0243 0.0076 0.00
C 0.966 4.522 0.172 0.0333 0.0636 0.0689 0.00
C 1.272 3.288 0.718 0.1281 0.0340 0.1542 0.00
C 2.606 1.618 3.358 -0.0346 -0.0792 -0.0404 0.00
C 3.319 2.779 3.079 -0.0302 -0.0234 0.0290 0.00
C 4.462 3.090 3.796 0.0868 0.0295 0.0727 0.00
C 4.888 2.265 4.821 0.0247 -0.0027 -0.0233 0.00
C 4.187 1.103 5.101 0.1106 -0.0689 0.0544 0.00
C 3.069 0.766 4.361 0.1880 0.0464 -0.1997 0.00
H -3.332 0.054 4.290 -0.0860 -0.0529 -0.0346 0.00
H -2.725 0.372 6.676 -0.0706 -0.0505 0.0853 0.00
H -0.457 1.150 7.266 0.0298 0.0172 0.1356 0.00
H 1.210 1.558 5.525 0.0276 0.0272 0.0535 0.00
H -1.046 3.205 3.187 -0.0623 -0.0400 0.0320 0.00
H -1.600 5.369 2.194 -0.1033 0.0565 0.0417 0.00
H -0.308 6.240 0.285 -0.0652 0.1151 -0.0853 0.00
H 1.552 4.903 -0.651 0.0358 0.0262 -0.1011 0.00
H 2.111 2.729 0.325 -0.0842 -0.0558 -0.0606 0.00
H 2.984 3.458 2.310 0.0149 0.0155 0.0278 0.00
H 5.016 3.988 3.562 0.0111 0.0813 -0.0275 0.00
H 5.768 2.521 5.393 0.0614 0.0018 0.0490 0.00
H 4.527 0.455 5.895 0.0079 -0.1181 0.0712 0.00
H 2.550 -0.162 4.564 -0.0262 -0.0210 0.0746 0.00
O 1.964 0.432 -0.238 6.0607 2.3960 -2.3266 -0.04
N 1.703 0.887 -1.455 0.8497 0.0461 0.8759 0.02
C 2.682 0.964 -2.314 -0.0801 -0.1147 0.3710 0.04
C 2.395 1.467 -3.606 -0.2498 0.0425 -0.0217 0.01
N 2.153 1.889 -4.644 -0.1139 0.2323 -0.5143 0.02
C 4.015 0.550 -2.046 -0.1458 -0.1003 0.3992 0.01
N 5.060 0.162 -1.781 0.5390 -0.0876 0.0332 0.02
O -1.757 -1.056 -0.524 -2.9026 -1.7754 -0.7571 -0.01
Si -3.331 -1.298 -0.419 -0.3116 0.2076 0.1065 0.00
C -4.146 -2.266 -1.827 0.1331 0.3315 0.3738 0.00
C -3.498 -3.302 -2.487 0.1605 -0.0348 0.0748 0.00
C -4.104 -3.991 -3.523 0.0627 -0.1100 -0.0627 0.00
C -5.394 -3.666 -3.904 -0.0504 -0.0088 -0.0312 0.00
C -6.071 -2.660 -3.235 -0.1551 -0.0275 -0.0966 0.00
C -5.450 -1.967 -2.212 -0.0709 0.0480 0.0269 0.00
C -4.214 0.391 -0.391 -0.0465 -0.6434 0.0362 0.00
C -4.755 0.928 0.770 -0.1102 -0.0814 0.0322 0.00
C -5.407 2.148 0.764 -0.0667 0.1407 0.0865 0.00
C -5.529 2.863 -0.415 -0.0061 0.0601 0.0440 0.00
C -5.000 2.345 -1.585 0.0140 0.0495 -0.1454 0.00
C -4.355 1.121 -1.566 -0.0510 -0.0556 -0.0890 0.00
C -3.751 -2.199 1.198 0.0804 0.1857 -0.4383 0.00
C -5.066 -2.514 1.523 0.0063 0.0121 -0.0184 0.00
C -5.370 -3.204 2.682 -0.1620 -0.0508 0.0801 0.00
C -4.358 -3.597 3.543 -0.0294 -0.0094 0.0860 0.00
C -3.043 -3.286 3.241 0.0495 -0.0896 0.1179 0.00
C -2.753 -2.594 2.079 0.3409 -0.0007 -0.1018 0.00
H -2.501 -3.574 -2.175 0.1438 -0.0321 -0.0370 0.00
H -3.570 -4.781 -4.034 0.0361 -0.0708 -0.0292 0.00
H -5.873 -4.196 -4.714 -0.0449 -0.0619 -0.0743 0.00
H -7.085 -2.412 -3.514 -0.0928 0.0229 -0.0446 0.00
H -5.987 -1.176 -1.706 -0.0743 0.0958 -0.0019 0.00
H -4.689 0.364 1.691 -0.0173 -0.0114 0.1123 0.00
H -5.834 2.534 1.679 -0.0445 0.0700 0.0936 0.00
H -6.050 3.808 -0.425 -0.0392 0.1094 -0.0015 0.00
H -5.111 2.886 -2.514 -0.0125 0.0586 -0.0871 0.00
H -3.986 0.692 -2.490 0.0300 0.0012 -0.1462 0.00
H -5.858 -2.216 0.852 -0.1997 0.0018 -0.0873 0.00
H -6.398 -3.441 2.913 -0.1076 -0.0338 0.0392 0.00
H -4.594 -4.146 4.442 -0.0267 -0.0445 0.0950 0.00
H -2.246 -3.590 3.907 0.0540 -0.0230 0.0554 0.00
H -1.720 -2.352 1.842 -0.0938 -0.0442 0.0333 0.00
```
Positions in Å, forces in eV/Å.

Properties
2S+1	8
expectation value of S²	15.77
Kohn-Sham gap (spin up / spin down)	5.72 / 8.55	eV
relative energy (zero: lowest compared OMol25 entry of this formula, charge and spin)	194.4	kJ/mol